Record 1
The following is a quantum chemistry calculation of a single C2H6N2O molecule at a distorted geometry, from the Open Molecules 2025 dataset.

* energy relative to the best compared isomer or geometry (same formula, charge and spin): 164.96 kJ/mol
* highest occupied orbital energy: -9.64 eV
* total charge: 0
* molar mass: 74.08 g mol⁻¹
* LUMO energy: 0.74 eV
* structure (SMILES): CNC(N)=O
* 2S+1: 1

Atoms and positions in Å:
O: 0.79035 1.57013 0.08383
N: 1.93803 -0.30702 0.11863
N: -0.35556 -0.44304 0.20190
C: 0.76040 0.35235 0.16761
C: -1.72107 0.22268 0.02951
H: -0.27964 -1.46659 -0.02003
H: 2.80729 0.08799 -0.34129
H: -1.46054 1.28663 -0.72034
H: 2.00752 -1.31428 -0.08436
H: -2.16206 0.65781 1.09963
H: -2.32472 -0.64665 -0.53508

List of Mulliken charges in e, atom by atom: O -0.61; N -0.48; N -0.23; C 0.55; C -0.65; H 0.26; H 0.26; H 0.23; H 0.20; H 0.20; H 0.28

***

Record 2
The following is a quantum chemistry calculation of a single C3H8N4S molecule at a distorted geometry, from the Open Molecules 2025 dataset.

* energy relative to the best compared isomer or geometry (same formula, charge and spin): 28.77 kJ/mol
* highest occupied orbital energy: -9.40 eV
* total charge: 0
* molar mass: 132.19 g mol⁻¹
* LUMO energy: 0.72 eV
* structure (SMILES): [H]/N=C(/N)SN/C=N/C
* 2S+1: 1

Atoms and positions in Å:
S: -1.37667 -1.28268 -0.26211
N: -2.20786 1.32853 -0.57677
N: 2.27239 -0.17987 -0.54562
N: 0.01540 -0.55076 -0.86385
N: -3.67190 -0.18201 0.40179
C: -2.46606 0.16989 -0.15648
C: 3.35145 0.12872 0.36356
C: 1.12555 -0.30870 -0.05244
H: 4.15606 -0.62123 0.29133
H: -4.24472 0.65444 0.58511
H: 3.06414 0.18922 1.41698
H: -1.29476 1.34846 -1.03936
H: 0.89355 -0.24683 0.99813
H: 3.79051 1.09972 0.10007
H: -3.65854 -0.82136 1.16709
H: 0.25145 -0.72554 -1.82744

List of Mulliken charges in e, atom by atom: S -0.11; N -0.76; N -0.44; N -0.38; N -0.53; C 0.60; C -0.66; C 0.09; H 0.24; H 0.29; H 0.30; H 0.33; H 0.31; H 0.24; H 0.23; H 0.25

***

Record 3
The following is a quantum chemistry calculation of 13 unconnected molecules or ions with the total composition C48H129N7O20 at a distorted geometry, from the Open Molecules 2025 dataset.

* expectation value of S²: 0.750
* highest occupied orbital energy (alpha / beta): 0.63 / -6.44 eV
* total charge: -1
* molar mass: 1124.59 g mol⁻¹
* LUMO energy (alpha / beta): 1.90 / 1.85 eV
* 2S+1: 2

Atoms and positions in Å:
O: 3.76954 -2.53233 3.26390
O: 0.57109 -0.89830 0.90554
O: 6.54120 -3.79363 5.19456
O: -0.13330 -0.65487 3.59297
O: -0.98052 7.43519 -3.69786
O: -4.46288 2.89820 5.91227
O: 3.59481 1.73861 3.93198
O: -2.49887 -3.45123 -7.29056
O: 2.25677 -4.71500 2.68718
O: 2.21396 -5.68658 -5.62853
O: -2.74422 3.12824 1.78770
O: -1.91184 -5.13806 2.18248
O: 4.38431 0.50780 -1.02503
O: 0.68832 -0.99446 -4.55224
O: -6.56269 6.20938 3.02291
O: 6.70844 3.65435 1.28764
O: -4.30951 -0.57997 2.43864
O: 0.79351 -4.21391 -1.69407
O: -2.55817 -1.55695 -3.12528
O: 0.48253 3.21921 -1.93107
N: 4.01256 2.40678 1.21540
N: -5.25073 4.51300 0.78753
N: -5.27905 0.32366 5.01266
N: 5.19246 -5.43903 3.12460
N: 1.41581 5.82966 -3.00079
N: -0.25050 -1.40899 -7.12831
N: -0.47453 -3.74769 -4.06959
C: 2.49538 2.26859 3.19472
C: 1.58502 -4.51129 -5.19461
C: -1.87485 -3.90805 -3.94637
C: 3.07563 -5.63381 1.86197
C: -5.09368 3.87820 2.09844
C: 5.89976 -5.89938 4.33822
C: 7.12058 -4.97725 4.77293
C: 5.63577 4.13072 0.47172
C: -1.38579 -1.39161 -8.06937
C: -5.20473 2.08967 6.81211
C: 1.88753 3.56553 -2.19808
C: -1.34129 -1.32695 3.60374
C: 3.57597 -5.52325 -6.04261
C: 4.29002 3.84157 1.19687
C: 1.63006 -1.19032 -3.50261
C: 0.36593 7.89234 -3.79637
C: 3.31145 -1.33679 3.86082
C: -5.38190 -1.21522 3.08296
C: 1.21650 7.26361 -2.69490
C: -6.27083 6.77250 4.26870
C: 0.17101 1.84672 -2.14370
C: 0.07550 -4.69354 -5.03190
C: -5.27032 -1.07770 4.59993
C: -2.96970 -4.73929 -7.52340
C: 7.96550 3.97930 0.70812
C: -4.09002 2.68089 1.96319
C: -6.14031 5.68036 0.74095
C: 3.63143 2.10692 5.28607
C: -5.91169 6.76186 1.86428
C: 1.32493 -4.05253 1.79486
C: 7.40486 -2.73440 5.05388
C: -4.99922 0.57809 6.43655
C: 3.53590 -0.54649 -0.66360
C: -4.72889 4.26786 6.03777
C: -1.76998 2.07558 1.54838
C: 0.18872 -0.06559 -6.78217
C: 2.65441 2.02460 1.64248
C: 4.06216 -6.29895 2.76041
C: -1.89427 8.09991 -4.51573
C: 0.38990 -5.56117 -1.44718
C: 2.12275 5.06506 -1.98624
C: -3.10413 -4.43604 2.08010
C: -4.46608 -0.68345 1.01386
C: -3.10249 -1.17233 -4.40242
C: -0.46661 -1.47491 0.16416
C: -1.72399 -2.85450 -8.36379
C: -2.44876 -2.97214 -2.85929
C: 1.23778 -0.28893 -5.64959
H: -0.10083 -0.04079 4.33016
H: 4.34147 1.15516 -0.31744
H: 1.83105 -3.58818 0.94850
H: 2.23269 -1.47195 3.93892
H: -1.72985 1.36242 2.37172
H: -2.23640 -2.87124 -9.32568
H: -3.52453 -4.75041 -8.46156
H: -1.71038 -1.30650 4.62914
H: 0.34744 -0.92326 1.83879
H: -0.63966 0.53399 -6.40479
H: -5.28901 6.44481 4.61039
H: 8.75287 3.62832 1.37516
H: -4.36041 -1.65013 4.78017
H: -6.09611 3.59997 2.42376
H: -2.89961 -3.37137 1.96715
H: -4.85259 6.99186 1.98061
H: 3.34196 -0.45602 3.21941
H: -6.35212 7.85926 4.24772
H: -4.42218 4.55403 7.04382
H: -3.59687 -5.09702 -6.70683
H: 2.55416 0.95771 1.44297
H: 5.24187 -5.95582 5.20545
H: 2.31447 3.29628 3.50974
H: 7.79253 -4.84364 3.92516
H: 6.84564 -1.82636 5.27938
H: 4.37020 -7.15018 2.15325
H: -2.26791 -0.90217 -7.65652
H: -6.28353 2.23457 6.75478
H: -3.69065 -4.71992 1.20632
H: -5.78684 4.47809 5.88078
H: 2.09624 -4.35507 -4.24469
H: -3.42141 -3.39274 -2.60406
H: -0.28965 -1.42739 -0.91033
H: 3.53542 4.30000 0.55771
H: 0.79276 -3.29418 2.36914
H: -4.72719 4.53142 2.89033
H: 3.57531 -5.14552 1.02532
H: 0.60803 -6.14636 -2.34054
H: -2.42994 -3.60374 -4.83370
H: -2.21150 1.46019 0.76451
H: -2.39719 -1.32725 -5.21890
H: 0.48707 8.97057 -3.69219
H: -3.95654 0.38119 6.68582
H: 2.47942 -0.28814 -0.73568
H: 2.12193 -0.73842 -6.10162
H: 2.48688 2.99197 -1.49104
H: 1.96462 2.51689 0.95695
H: 3.51659 -6.62994 3.64410
H: -1.70202 7.84909 -5.55891
H: -2.05996 -0.76552 3.00675
H: 2.47331 -6.42340 1.41268
H: 6.32400 -6.89722 4.22670
H: -4.20871 4.91399 5.33064
H: 4.39680 1.52397 5.79840
H: 2.23025 3.41291 -3.22148
H: -4.42844 2.05440 1.13792
H: 1.85023 -3.70113 -5.87387
H: -1.86953 9.18232 -4.38972
H: -3.65095 -4.69114 2.98785
H: 7.73099 -5.33575 5.60176
H: -0.52869 -1.79012 -6.23532
H: 3.70404 -1.12765 4.85593
H: 4.29845 4.27781 2.19573
H: -5.38837 -2.28346 2.86632
H: 1.78886 5.31240 -0.97855
H: 3.00861 -3.11615 3.22203
H: -4.00656 2.03853 2.83983
H: 0.57677 -4.72993 1.38315
H: -4.35496 4.62615 0.33488
H: -1.15357 -0.88772 -9.00759
H: 0.72731 7.70564 -4.80763
H: -4.53118 -1.72635 0.70364
H: -1.90924 -3.04307 -1.91484
H: -0.38829 -4.66578 -6.01791
H: 3.17415 5.34951 -1.94443
H: 0.67476 7.37866 -1.75609
H: 4.76046 -4.55901 3.36760
H: 8.32980 -2.86299 5.61606
H: 8.24376 3.68328 -0.30334
H: 3.77859 -0.91087 0.33461
H: 2.71500 1.91179 5.84301
H: 1.04483 -6.05130 -0.72681
H: 0.29933 -3.97906 -2.48289
H: -0.65805 -5.72026 -1.19303
H: 1.49342 0.73589 -5.38032
H: 4.31038 -5.07134 -5.37590
H: -2.15647 -4.93882 -3.73120
H: -4.70910 0.92593 4.43600
H: -3.58272 -0.24118 0.55324
H: 0.79328 1.23412 -1.49133
H: -0.01285 -5.71489 -4.66158
H: -1.43837 -1.03464 0.38759
H: -0.85491 1.62860 -1.84702
H: 1.12002 -1.70124 -2.68596
H: 5.60424 3.55560 -0.45366
H: 3.40169 -4.88317 -6.90750
H: -2.05281 -5.97159 1.72755
H: -5.59835 -0.03626 7.10865
H: -7.01024 6.42072 4.98816
H: -4.08777 -1.59985 -4.58826
H: 2.49112 -1.82249 -3.71950
H: 2.06773 -0.28940 -3.07263
H: 5.66291 5.18325 0.18964
H: -1.25560 -2.35049 3.23887
H: 8.01274 5.06712 0.75859
H: -3.29048 -0.09972 -4.35460
H: -4.91135 2.31630 7.83713
H: 1.56030 1.81215 3.51933
H: 7.58309 -2.53879 3.99649
H: 4.52534 2.06299 2.01474
H: -0.23907 -2.82684 -4.41116
H: 4.01621 -6.44170 -6.43085
H: 3.72058 -1.30823 -1.42108
H: -0.55730 -2.54769 0.33447
H: -6.37936 -0.79800 2.94473
H: 2.14572 7.83139 -2.64727
H: -0.79602 -3.40794 -8.50757
H: -7.17372 5.33440 0.76241
H: -6.36795 7.70269 1.55643
H: -2.92301 7.87683 -4.23283
H: -6.05598 -1.65361 5.08897
H: -2.25290 -5.56019 -7.50283
H: -0.77304 2.32329 1.18392
H: -5.97924 6.14229 -0.23310
H: 0.52297 5.42216 -3.23932
H: 0.55553 0.37604 -7.70872
H: -5.36393 -0.14713 0.70677
H: 3.87720 3.16829 5.25147
H: 0.28517 1.58058 -3.19452

Mulliken population analysis, charges in e, atoms 1 to 99: O -0.54; O 1.20; O -0.25; O 2.93; O -0.22; O 0.04; O 0.36; O -0.16; O -0.57; O -0.50; O -0.49; O -0.31; O -0.72; O 0.20; O -0.27; O -0.23; O 0.51; O -0.13; O -0.02; O -0.41; N 0.10; N -0.23; N -0.25; N -0.31; N -0.34; N -0.05; N 1.53; C -2.04; C -0.03; C -0.29; C -0.39; C -0.30; C -0.66; C -0.75; C -0.77; C -0.62; C -0.78; C 0.08; C -0.89; C -0.80; C -0.28; C -1.34; C -0.72; C -0.46; C -0.73; C -0.67; C -0.77; C -0.01; C -0.65; C -0.88; C -1.00; C -0.88; C -0.06; C -0.93; C -2.07; C -0.49; C -0.33; C -0.83; C -1.02; C -0.46; C -1.21; C 0.38; C -0.75; C 0.62; C -0.86; C -0.83; C -0.60; C -1.14; C -0.49; C -0.90; C -0.34; C 0.57; C -0.70; C -0.43; C -0.78; H -1.33; H 0.38; H 0.35; H 0.01; H 0.36; H 0.56; H 0.39; H 0.03; H -0.95; H 0.34; H 0.27; H 0.26; H 0.22; H 0.37; H -0.22; H 0.33; H 0.08; H 0.37; H 0.36; H 0.29; H -0.44; H 0.37; H 0.64; H 0.40

***

Record 4
The following is a quantum chemistry calculation of 2 unconnected molecules or ions with the total composition C6H10O, from the Open Molecules 2025 dataset.

* energy relative to the best compared isomer or geometry (same formula, charge and spin): 454.00 kJ/mol
* highest occupied orbital energy: -8.42 eV
* total charge: 0
* molar mass: 98.14 g mol⁻¹
* LUMO energy: 0.85 eV
* 2S+1: 1

Atoms and positions in Å:
O: 0.72310 1.98515 -0.10917
C: -0.51611 1.63735 0.22904
C: 1.58219 -0.30272 -0.34230
C: 1.37783 0.89386 0.59087
C: -0.01716 0.39774 0.98898
C: -0.81921 -1.13192 -1.03423
C: 0.18926 -0.85089 0.06693
H: -2.73371 1.36700 0.47799
H: 0.30276 -1.73892 0.69735
H: -0.49571 -1.98340 -1.64524
H: 2.16681 1.25316 1.25124
H: -3.26477 0.88455 0.26136
H: -0.38535 0.23947 2.00347
H: -0.93730 -0.26774 -1.69638
H: 2.41386 -0.94797 -0.05395
H: 1.68897 -0.02275 -1.39430
H: -1.80001 -1.36971 -0.61115

List of Mulliken charges in e, atom by atom: O -0.24; C -0.53; C -0.96; C 0.03; C 0.08; C -1.42; C 0.20; H -0.09; H 0.40; H 0.39; H 0.40; H 0.11; H 0.37; H 0.33; H 0.29; H 0.31; H 0.33

***

Record 5
The following is a quantum chemistry calculation of a molecular structure, C6H20B2Br6Na3 at a distorted geometry, from the Open Molecules 2025 dataset.

* energy relative to the best compared isomer or geometry (same formula, charge and spin): 0.00 kJ/mol
* highest occupied orbital energy: -10.95 eV
* total charge: +1
* molar mass: 662.24 g mol⁻¹
* LUMO energy: -5.65 eV
* 2S+1: 1

Atoms and positions in Å:
Br: -18.19177 24.53925 13.62604
Br: -18.99570 20.37119 11.66407
Br: -16.55958 19.19246 7.28444
Br: -13.37282 17.39323 7.05144
Br: -14.18977 24.88716 5.93882
Br: -14.35723 21.57947 4.85988
Na: -12.96111 24.26874 9.08683
Na: -14.35334 23.06618 12.26965
Na: -16.62638 25.72428 10.99017
C: -15.80392 23.74714 6.17828
C: -13.61172 19.25870 7.68566
C: -19.13562 23.07207 12.70234
C: -14.90101 19.55256 8.37322
C: -15.89481 22.79997 4.97957
C: -18.34580 21.78426 12.85553
B: -15.67403 23.68969 9.84217
B: -15.97602 27.97578 9.72134
H: -18.31270 21.49467 13.90135
H: -16.61237 24.46341 6.25918
H: -17.34484 22.01544 12.49356
H: -15.60415 23.18503 7.08176
H: -15.90366 23.43537 4.09659
H: -16.74711 22.12949 4.94564
H: -14.90250 20.59953 8.67409
H: -12.76313 19.39219 8.35819
H: -13.36709 19.77201 6.76772
H: -15.22322 27.19109 10.07029
H: -15.71182 29.08119 9.93802
H: -14.97312 18.90713 9.24456
H: -20.13664 23.00476 13.11800
H: -16.95486 27.74321 10.26191
H: -19.20160 23.38785 11.66574
H: -16.12660 23.47509 10.85533
H: -14.96514 24.56377 9.85034
H: -16.23005 27.90402 8.58980
H: -16.56703 23.76410 9.11889
H: -15.06066 22.70108 9.70626

List of Mulliken charges in e, atom by atom: Br -0.21; Br -0.11; Br -0.11; Br -0.13; Br -0.17; Br -0.11; Na 0.87; Na 0.94; Na 0.51; C -0.10; C -0.46; C -0.55; C -0.12; C -0.56; C -0.27; B 0.66; B 0.60; H 0.46; H 0.45; H -0.07; H -0.30; H 0.40; H 0.40; H -0.17; H 0.37; H 0.07; H -0.41; H -0.19; H 0.43; H 0.43; H -0.33; H 0.35; H -0.45; H -0.36; H -0.24; H -0.15; H -0.37

***

Record 6
The following is a quantum chemistry calculation of a single C3H8N4O molecule at a distorted geometry, from the Open Molecules 2025 dataset.

* energy relative to the best compared isomer or geometry (same formula, charge and spin): 250.19 kJ/mol
* highest occupied orbital energy: -9.28 eV
* total charge: 0
* molar mass: 116.12 g mol⁻¹
* LUMO energy: 0.75 eV
* structure (SMILES): C/C=N\NC(=O)NN
* 2S+1: 1

Atoms and positions in Å:
O: -1.30615 -2.44888 0.74952
N: -2.46339 0.67069 -0.48103
N: -2.30429 -0.71309 -0.39976
N: -0.11767 -0.57161 0.38871
N: 0.22067 0.38655 -0.56895
C: 1.42618 0.72449 -0.63909
C: -1.27659 -1.34199 0.25953
C: 2.45988 0.59893 0.41715
H: 0.62215 -1.18139 0.73427
H: -1.79209 0.96932 -1.18353
H: 2.07921 0.09631 1.31704
H: 3.31276 -0.02942 0.04088
H: 2.88632 1.52038 0.70063
H: -3.19127 -1.15028 -0.25749
H: 1.69186 1.39202 -1.50316
H: -2.24758 1.07796 0.42526

List of Mulliken charges in e, atom by atom: O -0.63; N -0.68; N -0.04; N -0.05; N -0.33; C -0.04; C 0.38; C -0.96; H 0.28; H 0.36; H 0.28; H 0.26; H 0.33; H 0.27; H 0.32; H 0.26